Record 1
Below is a cluster of 2 separate species, C5H10Br2Si in total in a non-equilibrium geometry, with properties calculated with ωB97M-V with the def2-TZVPD basis set.

ΔE to the lowest compared entry with this formula, charge and spin in eV: 1.0234
Calculated total energy in eV: -153310.147
SMILES: Br[SiH2]Br.C1=CCCC1
HOMO energy in eV: -9.13
Gap between HOMO and LUMO in eV: 9.52
Strongest force on any atom in eV/Å: 4.46

Geometry as ORCA input:
```
! wB97M-V def2-TZVPD RIJCOSX def2/J DEFGRID3
* xyz 0 1
Br -2.74 1.89 0.20
Si -3.33 0.23 -1.18
Br -3.73 -1.54 0.26
H -2.36 -0.27 -2.14
H -4.75 0.40 -1.76
C 1.15 -0.45 -0.97
C 1.55 0.76 -0.67
C 1.46 1.10 0.78
C 1.34 -0.29 1.46
C 0.93 -1.24 0.35
H 1.14 -0.77 -1.99
H 1.96 1.48 -1.46
H 0.62 1.65 0.83
H 2.24 1.60 1.12
H 0.67 -0.21 2.22
H 2.26 -0.47 1.95
H 1.55 -2.17 0.40
H 0.04 -1.73 0.58
*
```


Record 2
Below is a structure of composition C5H10Br3ClFGaNO2 in a non-equilibrium geometry, with properties calculated with ωB97M-V with the def2-TZVPD basis set.

Calculated total energy in eV: -288674.590
HOMO energy in eV: -5.19
Gap between HOMO and LUMO in eV: 7.61
Strongest force on any atom in eV/Å: 2.20

Geometry as ORCA input:
```
! wB97M-V def2-TZVPD RIJCOSX def2/J DEFGRID3
* xyz -1 1
C -1.78 -3.16 1.59
C -0.62 -2.54 0.75
Cl 1.00 -3.03 1.43
C -0.75 -0.97 0.79
Ga -0.83 -0.09 -1.09
F 0.55 -0.81 -2.19
C -0.52 1.95 -0.72
O -1.72 2.74 -0.99
N -1.98 3.52 0.11
O -3.14 3.49 0.37
H -1.52 -3.15 2.67
H -1.97 -4.19 1.21
H -2.70 -2.57 1.39
H -0.69 -2.87 -0.31
H 0.15 -0.52 1.28
H -1.62 -0.62 1.39
H -2.25 -0.33 -1.81
H 0.36 2.26 -1.33
H -0.23 2.12 0.34
C 4.09 1.81 -1.08
Br 5.50 0.67 -0.39
Br 2.55 0.79 -1.65
Br 3.62 3.19 0.19
H 4.49 2.31 -1.96
*
```


Record 3
Below is an isolated molecule of C5H10ClN in a non-equilibrium geometry, with properties calculated with ωB97M-V with the def2-TZVPD basis set.

ΔE to the lowest compared entry with this formula, charge and spin in eV: 1.5594
Calculated total energy in eV: -19358.130
SMILES: C=C(C)[C@@](C)(N)Cl
HOMO energy in eV: -9.44
Gap between HOMO and LUMO in eV: 10.37
Strongest force on any atom in eV/Å: 4.83

Geometry as ORCA input:
```
! wB97M-V def2-TZVPD RIJCOSX def2/J DEFGRID3
* xyz 0 1
C -1.40 0.03 1.21
C -0.57 -0.45 0.36
C -0.69 -1.82 -0.09
C 0.70 0.26 -0.07
C 0.63 0.84 -1.48
N 0.83 1.42 0.87
Cl 2.06 -0.78 0.27
H -1.45 0.98 1.72
H -2.38 -0.50 1.39
H -0.16 -1.95 -1.04
H -0.21 -2.58 0.57
H -1.79 -2.31 -0.12
H 1.69 0.81 -1.77
H 0.45 1.92 -1.41
H -0.15 0.28 -1.98
H 0.67 2.33 0.34
H 1.77 1.53 1.25
*
```


Record 4
Below is an isolated molecule of C5H10ClN2OP in a non-equilibrium geometry, with properties calculated with ωB97M-V with the def2-TZVPD basis set.

ΔE to the lowest compared entry with this formula, charge and spin in eV: 0.0000
Calculated total energy in eV: -32186.119
SMILES: C[C@H]1C(=O)N(C)P(Cl)N1C
HOMO energy in eV: -9.24
Gap between HOMO and LUMO in eV: 9.89
Strongest force on any atom in eV/Å: 5.83

Geometry as ORCA input:
```
! wB97M-V def2-TZVPD RIJCOSX def2/J DEFGRID3
* xyz 0 1
C 1.21 0.72 1.52
C 0.93 0.30 0.09
C 0.56 -1.16 -0.05
O 1.33 -2.09 0.17
N -0.68 -1.34 -0.50
C -1.21 -2.66 -0.53
P -1.65 0.31 -0.70
Cl -2.48 0.50 1.12
N -0.15 1.05 -0.51
C 0.05 2.36 -1.04
H 0.48 0.13 2.30
H 1.29 1.73 1.83
H 2.30 0.29 1.84
H 1.89 0.48 -0.45
H -0.93 -3.15 -1.47
H -0.81 -3.08 0.36
H -2.19 -2.54 -0.22
H -0.96 2.65 -1.14
H 0.55 3.11 -0.47
H 0.46 2.39 -2.17
*
```